A 2-piece molecular cluster, C13H17N3O3 overall. Source: the OMol25 dataset; level of theory: ωB97M-V/def2-TZVPD.

Calculated values
- structure (SMILES) = CNC(=O)[C@H](C)NC(C)=O.c1ccc2oncc2c1
- total charge = 0
- Kohn-Sham gap (eV) = 9.68

Each line ends with the Löwdin charge.
Element x y z (Å)
O -0.2916 0.9964 3.4839  0.027
O -1.5246 -1.5181 -0.0676  0.031
N -0.5093 1.3048 -3.8568  0.096
O 0.9137 1.4776 -3.8936  -0.004
C -0.7727 1.8401 2.7399  -0.544
C -1.1815 -0.8095 0.8771  -0.451
C -0.7486 0.1218 -3.3448  -0.065
C 3.1513 -1.2157 -2.6010  -0.073
C 2.1334 -2.1125 -2.2389  -0.087
C 2.8239 0.0231 -3.1721  0.001
C 0.7891 -1.7729 -2.4435  -0.026
C 1.4809 0.3508 -3.3713  -0.240
C 0.4866 -0.5327 -3.0126  -0.191
N -1.4327 -1.1670 2.1411  0.035
N -0.8897 1.6962 1.4176  0.108
C -1.2815 3.1398 3.3178  0.005
C -2.1190 -2.3953 2.5337  -0.053
C 1.0422 0.4393 0.5811  -0.019
C -0.4895 0.5455 0.5860  -0.226
H -1.7363 -0.2988 -3.1849  0.131
H 4.1921 -1.4812 -2.4387  0.104
H 2.3834 -3.0712 -1.7942  0.102
H 3.5974 0.7275 -3.4601  0.113
H -0.0066 -2.4546 -2.1516  0.113
H -1.0938 -0.5478 2.8707  0.090
H -1.2996 2.4712 0.9235  0.145
H -2.3466 3.2347 3.1157  0.085
H -1.1146 3.1377 4.3946  0.087
H -0.7412 3.9720 2.8709  0.084
H -1.6593 -3.2494 2.0330  0.084
H -2.0521 -2.5338 3.6133  0.085
H -3.1684 -2.3400 2.2395  0.084
H 1.3517 -0.3566 -0.0929  0.064
H 1.4798 1.3781 0.2406  0.088
H 1.4101 0.2089 1.5818  0.083
H -0.7762 0.7915 -0.4371  0.134

Forces on atoms 1 to 6 (eV/Å):
0.2 -0.4 0.0
0.3 0.3 -0.1
0.2 -0.8 0.3
-0.4 -0.6 0.3
0.2 0.3 1.0
-0.7 -0.3 -0.5

C13H17N3O3V as an isolated structure. Source: the OMol25 dataset; level of theory: ωB97M-V/def2-TZVPD.

Calculated values
- total charge = 0
- spin multiplicity = 4
- Kohn-Sham gap (alpha / beta) (eV) = 5.93 / 6.67
- ⟨S²⟩ = 3.767

Each line ends with the Löwdin charge.
Element x y z (Å)
C -5.5469 0.2992 0.7772  -0.174
C -5.5469 1.6019 -0.0285  -0.176
H -5.7351 -0.5659 0.1321  0.058
H -6.3220 0.3117 1.5512  0.061
H -4.5836 0.1403 1.2740  0.055
H -4.6723 1.6619 -0.6855  0.056
H -6.4407 1.6795 -0.6571  0.058
H -5.5277 2.4762 0.6312  0.063
C 1.0745 -2.9395 0.5492  -0.086
C 1.9408 -3.9849 0.2506  -0.037
C 3.0290 -3.7386 -0.5851  -0.045
C 3.2109 -2.4569 -1.0912  0.000
H 0.2068 -3.0610 1.1934  0.125
H 1.7595 -4.9695 0.6685  0.112
H 3.7263 -4.5308 -0.8398  0.113
H 4.0510 -2.2452 -1.7427  0.106
N 1.2467 -1.6999 0.0622  -0.008
C 2.3033 -1.4476 -0.7530  -0.194
C 2.4122 -0.0630 -1.2384  -0.179
N 1.4416 0.7998 -0.8145  0.006
C 1.4901 2.0810 -1.2272  -0.083
C 3.4796 1.6945 -2.5046  -0.040
C 2.4835 2.5660 -2.0655  -0.032
H 0.6953 2.7200 -0.8600  0.096
H 2.4695 3.6088 -2.3637  0.113
C 3.4371 0.3715 -2.0839  -0.001
H 4.1995 -0.3260 -2.4107  0.106
H 4.2731 2.0376 -3.1608  0.114
V 0.0001 0.0000 0.4329  0.873
C -1.0199 1.7557 0.6269  -0.296
H -1.3182 2.0508 -0.3877  -0.031
H -0.3105 2.4774 1.0527  -0.007
H -1.9030 1.6949 1.2625  -0.022
O -0.0294 1.0324 4.3990  0.059
N 0.0001 0.0000 3.8028  -0.549
O 0.0271 -1.0327 4.3988  0.040
O 0.0001 0.0000 2.4329  -0.250

Forces on atoms 1 to 6 (eV/Å):
0.0 0.0 0.0
0.0 0.0 0.0
0.0 0.1 0.1
0.1 0.0 -0.1
-0.2 0.0 0.0
-0.1 0.0 0.1

C13H17N4O2PtS3 as an isolated structure. Source: the OMol25 dataset; level of theory: ωB97M-V/def2-TZVPD.

Calculated values
- total charge = -1
- spin multiplicity = 3
- Kohn-Sham gap (alpha / beta) (eV) = 5.46 / 5.00
- ⟨S²⟩ = 2.013

Each line ends with the Löwdin charge.
Element x y z (Å)
Pt 10.3576 9.4054 5.4973  0.691
S 12.5485 10.0032 5.8285  0.488
C 12.7713 11.6889 5.2484  -0.673
C 13.9410 12.3642 5.3687  -0.171
C 14.0498 13.5679 4.8274  -0.146
C 13.0097 14.1582 4.1575  -0.117
C 11.7934 13.5333 4.1135  -0.175
C 11.7144 12.2930 4.5835  -0.655
S 10.0955 11.4505 4.6259  0.449
H 14.7360 11.8482 5.9573  0.119
H 15.0235 14.0928 4.8625  0.108
H 12.9767 15.1753 3.8327  0.088
H 11.0633 13.9999 3.4783  0.101
C 6.7850 6.9214 5.3249  -0.039
C 8.2416 7.5300 5.4833  -0.302
N 8.4681 8.8361 5.2171  -0.255
O 7.3168 9.6698 4.9316  -0.123
C 9.4061 6.7215 5.8038  -0.261
C 9.5014 5.1618 6.1797  -0.022
N 10.4537 7.4574 6.0806  -0.395
O 11.4887 6.9880 6.5473  -0.128
H 6.0317 7.3135 5.9622  0.040
H 6.8727 5.7238 5.4565  0.108
H 6.5180 7.1355 4.3122  0.038
H 7.1572 9.6196 3.9538  0.120
H 8.6622 4.5235 6.5190  0.060
H 10.2239 5.2199 7.0154  0.059
H 9.9678 4.7336 5.2539  0.081
S 4.6496 12.7592 4.0018  0.536
C 5.8360 12.9695 5.0951  -0.992
N 6.2806 12.2222 6.1842  0.014
C 7.2777 12.9469 6.9903  -0.149
C 7.6103 14.1084 6.0394  -0.179
N 6.5007 14.0928 5.1487  -0.046
H 6.1218 11.1670 6.2655  0.152
H 8.1964 12.3674 7.2364  0.118
H 6.8029 13.3410 7.8677  0.095
H 8.5912 13.9222 5.4266  0.114
H 7.7082 15.0551 6.5579  0.104
H 6.3584 14.7987 4.3994  0.147

Forces on atoms 1 to 6 (eV/Å):
-0.1 0.9 -0.5
0.3 0.1 0.2
-1.9 -2.0 -0.1
1.4 -3.0 2.1
2.5 3.4 -1.0
-0.5 0.9 0.5

A single C13H17NO3 molecule. Source: the OMol25 dataset; level of theory: ωB97M-V/def2-TZVPD.

Calculated values
- structure (SMILES) = O=C(O)CCCCCNC(=O)c1ccccc1
- total charge = 0
- Kohn-Sham gap (eV) = 9.93

Each line ends with the Löwdin charge.
Element x y z (Å)
O -3.2457 -2.2023 -0.7659  0.108
C -2.2990 -1.7821 -0.1564  -0.548
O -1.0545 -1.8358 -0.6722  0.085
H -1.0790 -2.2896 -1.5299  0.138
C -2.3409 -1.2243 1.2397  -0.091
H -3.3873 -1.0680 1.5065  0.129
H -1.9406 -2.0163 1.8794  0.132
C -1.5230 0.0507 1.4723  -0.185
H -0.5381 -0.0629 1.0231  0.092
H -1.3782 0.1590 2.5495  0.115
C -2.2138 1.3212 0.9714  -0.182
C -2.4028 1.4206 -0.5445  -0.167
H -2.7069 0.4537 -0.9493  0.098
C -1.1648 1.9301 -1.2866  -0.171
N -0.0197 1.0650 -1.1413  0.065
C 1.0965 1.4458 -0.4742  -0.466
O 1.2656 2.5727 -0.0493  0.067
C 2.1050 0.3580 -0.2945  -0.142
C 2.3116 -0.6377 -1.2435  -0.039
C 3.2603 -1.6198 -1.0219  -0.081
C 4.0036 -1.6207 0.1470  -0.085
C 3.8104 -0.6248 1.0901  -0.074
C 2.8706 0.3641 0.8669  -0.018
H 2.7132 1.1555 1.5843  0.119
H 4.3961 -0.6177 1.9974  0.104
H 4.7394 -2.3928 0.3174  0.102
H 3.4235 -2.3867 -1.7653  0.102
H 1.7566 -0.6309 -2.1709  0.112
H -0.1578 0.0854 -1.3354  0.101
H -0.8637 2.9050 -0.8947  0.120
H -1.4012 2.0377 -2.3521  0.120
H -3.2119 2.1238 -0.7514  0.114
H -3.1942 1.3832 1.4501  0.111
H -1.6293 2.1811 1.3046  0.116

Forces on atoms 1 to 6 (eV/Å):
-0.1 0.0 0.0
-0.5 -0.3 0.0
0.7 0.1 -0.1
-0.3 0.0 0.2
0.2 0.1 0.0
0.0 -0.1 -0.1